{
  "formula": "C16H22N4O5",
  "method": "wB97M-V/def2-TZVPD",
  "smiles": "CCOC(=O)CCc1c(C)nc(-n2[nH]c(C)c(CCO)c2=O)[nH]c1=O",
  "homo_energy_ev": -8.5,
  "e_tot_ev": -33148.2262,
  "orbital_gap_ev": 8.9,
  "e_above_lowest_kcal_mol": 19.05,
  "total_charge": 0,
  "elements": ["H", "C", "H", "C", "H", "H", "H", "C", "C", "O", "H", "H", "H", "H", "C", "H", "C", "C", "C", "H", "O", "O", "N", "H", "C", "H", "H", "C", "N", "H", "H", "H", "C", "C", "N", "H", "C", "H", "C", "H", "O", "H", "O", "C", "N", "C", "H"],
  "xyz": [[-2.860491, 0.034973, 3.876730], [3.458394, 1.381114, 1.145130], [5.333768, 2.309290, 1.485843], [-1.640489, -0.023104, 2.122054], [5.430105, 1.268013, -2.808239], [4.661246, 2.488398, -1.764789], [4.200564, 2.416318, 2.845378], [-3.697121, -1.281620, 1.364579], [4.633720, 1.437435, -2.067288], [3.370117, 1.242662, -2.646066], [-0.704809, 0.808355, -3.610814], [-1.381689, 1.934554, -2.425949], [-2.094783, -1.045308, -2.620999], [3.188170, 0.293937, -2.685012], [4.291942, 2.442021, 1.761837], [4.995768, -0.501868, -1.202386], [-1.455407, -1.665537, 0.325993], [-1.118428, 0.896108, -2.610710], [-4.493614, -0.294221, 0.488702], [0.499412, -1.630644, -0.456053], [-1.848783, -2.545761, -0.408046], [2.304660, -1.108616, -0.983568], [-0.123506, -1.239567, 0.256544], [-4.082367, -1.238462, 2.384071], [-2.345867, 0.012883, -2.489837], [1.649756, 1.592378, 2.290126], [-5.557615, -0.518838, 0.559537], [-2.365549, 0.724750, 3.196237], [1.662688, 0.107927, 0.878289], [-3.122801, 1.376940, 2.766123], [-3.105928, 0.280842, -3.231892], [3.968793, 3.422970, 1.413795], [3.709670, 0.567957, 0.075029], [4.878594, 0.526702, -0.851717], [-0.326269, 0.319661, 1.992637], [-1.655632, 1.329501, 3.752689], [2.552687, -0.255943, -0.140327], [-4.306993, 0.728880, 0.816007], [-2.233468, -0.962380, 1.330027], [5.795118, 0.834129, -0.347916], [-4.708186, -1.001815, -1.805921], [-0.358303, 0.597463, -1.894223], [-2.906068, 0.178392, -1.182665], [-4.074980, -0.430871, -0.960101], [2.245332, 1.063985, 1.671486], [0.355070, -0.275879, 1.064077], [-3.839412, -2.289591, 0.970080]],
  "forces_ev_per_angstrom": [[-0.1, 0.0, 0.1], [-0.2, -0.5, -0.2], [0.1, 0.0, 0.0], [-0.2, -0.5, -0.3], [0.0, 0.1, 0.1], [0.1, -0.1, 0.0], [0.1, 0.0, 0.1], [0.1, 0.1, -0.1], [0.5, -0.1, 0.1], [-0.3, -0.2, -0.1], [0.1, 0.0, -0.1], [0.0, 0.1, 0.0], [-0.1, 0.1, 0.0], [-0.1, 0.0, 0.0], [-0.1, 0.0, 0.0], [0.1, 0.0, 0.0], [0.2, 0.3, 0.5], [-0.4, -0.2, 0.2], [0.0, -0.2, -0.1], [-0.1, 0.1, 0.1], [-0.1, -0.2, -0.3], [0.0, -0.3, -0.4], [0.3, 0.0, -0.2], [0.0, 0.0, 0.0], [0.1, -0.1, -0.5], [-0.1, 0.0, -0.1], [0.0, 0.1, -0.1], [0.0, -0.1, 0.0], [0.4, -0.1, -0.2], [-0.1, 0.1, 0.0], [0.1, -0.1, 0.1], [0.0, 0.1, 0.0], [0.2, 0.1, 0.0], [-0.3, 0.3, -0.2], [0.8, 0.2, -0.1], [0.0, 0.0, 0.0], [0.0, 0.4, 0.4], [0.0, 0.0, 0.0], [0.0, 0.0, 0.3], [0.1, -0.1, 0.0], [0.0, -0.1, -0.1], [0.1, 0.0, 0.1], [0.3, 0.3, 0.1], [-0.5, 0.1, 0.2], [0.0, 0.1, 0.2], [-0.6, 0.1, 0.4], [-0.1, 0.0, 0.1]]
}